No. 1
DFT (the ωB97M-V functional and the def2-TZVPD basis) results for a molecular structure, C2H5Cl2P in a non-equilibrium geometry.

Cartesian coordinates (Å):
C  -0.914  -1.555  -1.336
C  0.381  0.941  1.377
P  -0.358  -0.717  0.885
Cl  0.887  -2.007  1.651
Cl  -1.919  -0.990  2.005
H  -0.147  -2.345  -1.454
H  -0.538  -0.563  -1.801
H  0.143  1.247  2.458
H  1.454  0.835  1.090
H  -0.074  1.748  0.798

Forces on atoms 1 to 3 (eV/Å):
0.1 2.1 1.1
-0.5 -0.2 0.9
0.3 0.9 -3.5

- LUMO energy: 0.01417 Eh
- Orbital gap: 8.404 eV
- ΔE to the lowest compared entry with this formula, charge and spin: 280.2 kJ/mol

***

No. 2
DFT (the ωB97M-V functional and the def2-TZVPD basis) results for 2 unconnected molecules or ions with the total composition C7H13N3O in a non-equilibrium geometry.

Cartesian coordinates (Å):
C  -0.149  2.578  1.050
C  1.005  1.944  0.336
C  1.269  0.527  0.649
C  2.439  -0.158  0.295
N  2.236  -1.477  0.875
C  0.995  -1.540  1.530
N  0.435  -0.237  1.463
H  -0.969  1.890  1.516
H  -0.755  3.088  0.340
H  0.048  3.165  1.932
H  0.838  2.045  -0.852
H  2.009  2.536  0.599
H  3.348  0.209  -0.008
H  2.635  -2.283  0.638
H  0.542  -2.201  2.166
C  -1.522  -2.209  -0.797
C  -2.203  -0.647  -1.178
N  -1.692  -0.034  -2.329
O  -2.798  0.059  -0.400
H  -0.561  -1.947  -0.504
H  -1.622  -2.872  -1.680
H  -2.160  -2.650  -0.096
H  -1.936  0.893  -2.464
H  -1.431  -0.679  -3.079

Forces on atoms 1 to 3 (eV/Å):
-2.8 -1.5 1.4
1.9 1.5 -1.8
1.1 -2.0 1.1

- SMILES: CCc1c[nH]cn1.CC(N)=O
- LUMO energy: 0.02853 Eh
- Orbital gap: 9.248 eV
- ΔE to the lowest compared entry with this formula, charge and spin: 272.2 kJ/mol

***

Look up the orbital gap of the first one.
8.404 eV

***

The lowest LUMO energy belongs to which entry?
C2H5Cl2P

***

LUMO energy of number 1 (C2H5Cl2P)?
0.01417 Eh